Record 1
Here is a cluster of 8 separate species, C17H33Cl14N3O3 in total in a non-equilibrium geometry from OMol25. Energies are from ωB97M-V/def2-TZVPD.

Frontier orbital gap (eV): 9.13
SMILES string: ClC(Cl)(Cl)Cl.ClC(Cl)(Cl)Cl.CN(C)C=O.CN(C)C=O.CN(C)C=O.ClCCCl.ClCCCl.ClCCCl
Energy above the lowest of the compared OMol25 structures with the same formula, charge and spin (kcal/mol): 22.02
Energy (Ha): -7500.14830

The geometry in XYZ format:
```
70
C17H33Cl14N3O3 ωB97M-V/def2-TZVPD
Cl 11.996 16.323 -5.988
Cl 8.017 11.167 -0.867
Cl 4.501 14.642 -2.381
Cl 11.210 13.982 -4.348
Cl 11.117 11.057 -2.518
Cl 7.952 5.978 0.532
Cl 3.981 17.298 -0.117
Cl 13.558 12.701 -2.498
Cl 7.371 12.661 -3.854
Cl 10.099 16.756 -3.824
Cl 9.288 15.284 -6.191
Cl 5.272 7.470 2.084
Cl 12.977 10.839 -0.302
Cl 13.559 9.793 -2.826
O 3.037 11.459 0.104
O 8.983 12.025 -8.737
O 9.434 20.522 -2.506
N 10.057 10.984 -6.952
N 7.662 19.107 -2.752
N 4.086 11.416 2.099
C 2.908 15.939 -0.392
C 12.790 11.151 -2.070
C 3.083 11.140 1.305
C 10.603 15.531 -5.076
C 11.323 10.540 -6.449
C 9.987 11.638 -8.139
C 6.736 18.132 -2.063
C 8.918 10.444 -6.211
C 5.348 11.996 1.696
C 7.503 7.698 0.536
C 7.591 19.111 -4.216
C 8.104 13.478 -2.420
C 3.651 14.672 -0.824
C 3.941 11.303 3.535
C 5.999 7.929 0.517
C 8.643 19.659 -2.086
C 7.460 12.864 -1.188
H 7.888 14.545 -2.479
H 4.113 12.296 3.951
H 6.807 18.177 -0.976
H 8.811 10.842 -5.202
H 5.569 12.012 0.628
H 4.358 14.367 -0.052
H 5.421 13.010 2.087
H 6.858 17.064 -2.245
H 11.021 11.783 -8.487
H 8.049 18.303 -4.787
H 8.617 19.212 -1.081
H 5.511 7.402 -0.304
H 8.142 19.997 -4.531
H 8.966 9.365 -6.066
H 2.938 13.850 -0.887
H 2.285 10.632 1.869
H 11.282 10.685 -5.370
H 11.506 9.487 -6.663
H 12.140 11.184 -6.775
H 5.753 18.460 -2.399
H 9.178 13.330 -2.301
H 6.402 13.034 -0.991
H 8.031 10.856 -6.692
H 2.183 16.325 -1.108
H 6.163 11.379 2.075
H 8.099 8.082 1.365
H 5.949 9.017 0.474
H 2.400 15.737 0.551
H 3.098 10.708 3.887
H 6.561 19.248 -4.546
H 4.860 10.775 3.788
H 7.859 8.325 -0.281
H 7.897 13.436 -0.370
```

Want to see where the charge sits? The natural (NBO) charges in e are:
1 Cl 0.0171
2 Cl -0.0864
3 Cl -0.0522
4 Cl 0.0361
5 Cl 0.0747
6 Cl -0.0521
7 Cl -0.0605
8 Cl 0.0687
9 Cl -0.0646
10 Cl 0.0267
11 Cl 0.1025
12 Cl -0.0752
13 Cl 0.0295
14 Cl 0.0675
15 O -0.6597
16 O -0.6195
17 O -0.6314
18 N -0.4307
19 N -0.4176
20 N -0.4133
21 C -0.3964
22 C -0.2313
23 C 0.5315
24 C -0.1858
25 C -0.4093
26 C 0.5375
27 C -0.4155
28 C -0.4349
29 C -0.4300
30 C -0.3988
31 C -0.4379
32 C -0.3864
33 C -0.4018
34 C -0.4114
35 C -0.3817
36 C 0.5247
37 C -0.3764
38 H 0.2343
39 H 0.1977
40 H 0.2113
41 H 0.2064
42 H 0.2349
43 H 0.2080
44 H 0.1962
45 H 0.1984
46 H 0.1021
47 H 0.2079
48 H 0.0994
49 H 0.2368
50 H 0.2412
51 H 0.1973
52 H 0.2549
53 H 0.1172
54 H 0.2010
55 H 0.1916
56 H 0.2120
57 H 0.2134
58 H 0.2316
59 H 0.2346
60 H 0.2405
61 H 0.2281
62 H 0.2072
63 H 0.2277
64 H 0.2234
65 H 0.2263
66 H 0.2282
67 H 0.2011
68 H 0.2006
69 H 0.2206
70 H 0.2128

***

Record 2
Here is a cluster of 5 separate species, C3H14O4 in total in a non-equilibrium geometry from OMol25. Energies are from ωB97M-V/def2-TZVPD.

Frontier orbital gap (eV): 10.30
SMILES string: C=CC.O.O.O.O
Energy above the lowest of the compared OMol25 structures with the same formula, charge and spin (kcal/mol): 39.91
Energy (Ha): -423.60496

The geometry in XYZ format:
```
21
C3H14O4 ωB97M-V/def2-TZVPD
O 0.456 0.944 -0.461
O 0.997 2.599 3.023
O -1.905 2.147 1.424
O -3.123 3.312 -1.749
C 0.721 -3.171 0.288
C 0.573 -2.619 -1.089
C 1.699 -2.319 -1.754
H 1.751 2.904 2.558
H -1.295 2.811 1.770
H -1.432 1.346 1.640
H -0.240 1.303 -1.037
H -0.128 -3.802 0.571
H 1.524 -3.898 0.300
H 0.923 -2.347 0.983
H 1.896 -2.162 -2.804
H 0.889 0.205 -0.903
H -3.655 2.549 -1.969
H 0.821 1.667 2.901
H -2.701 3.260 -0.911
H -0.380 -2.563 -1.601
H 2.608 -2.164 -1.181
```

Want to see where the charge sits? The natural (NBO) charges in e are:
1 O -0.9684
2 O -0.9576
3 O -0.9512
4 O -0.9618
5 C -0.6608
6 C -0.1724
7 C -0.4203
8 H 0.4811
9 H 0.4819
10 H 0.4691
11 H 0.4834
12 H 0.2217
13 H 0.2214
14 H 0.2236
15 H 0.2047
16 H 0.4822
17 H 0.4751
18 H 0.4774
19 H 0.4865
20 H 0.2042
21 H 0.1802

***

Record 3
Here is a cluster of 14 separate species, C42H98N14O14 in total in a non-equilibrium geometry from OMol25. Energies are from ωB97M-V/def2-TZVPD.

Frontier orbital gap (alpha / beta) (eV): 1.80 / 8.93
Total charge: -1
Energy above the lowest of the compared OMol25 structures with the same formula, charge and spin (kcal/mol): 0.00
2S+1: 2
Energy (Ha): -3478.93290

The geometry in XYZ format:
```
168
C42H98N14O14 ωB97M-V/def2-TZVPD
O -0.530 -7.211 4.235
O 1.159 6.217 -1.280
O 0.600 1.780 -3.710
O -0.178 -6.621 -1.878
O -0.830 2.909 8.409
O -4.380 -5.430 -0.575
O -3.020 5.800 -5.320
O 1.116 -2.089 -0.117
O -2.744 1.373 3.259
O 0.493 4.360 4.677
O -2.013 -1.943 -4.993
O 2.713 -0.050 3.853
O 5.809 -1.448 -4.752
O -1.302 -2.839 4.580
N 1.217 2.516 -5.772
N -0.255 1.044 7.205
N 0.358 4.358 2.401
N -0.689 -6.510 2.018
N -3.914 2.208 1.426
N 3.788 -1.124 -3.859
N 0.525 -0.138 0.841
N 0.253 -3.396 6.201
N 3.197 5.382 -1.115
N -0.439 -5.150 -3.534
N -2.294 4.750 -3.383
N -3.527 -3.456 0.295
N 4.105 -0.682 2.067
N -2.697 -0.002 -4.089
C 1.819 4.463 2.072
C 2.351 6.391 -1.322
C 0.363 0.687 2.045
C -3.579 4.560 -2.698
C 5.114 -1.316 -3.799
C 2.770 3.969 -0.910
C 0.823 -1.465 0.899
C -2.563 -0.864 -5.154
C -1.170 -7.807 1.470
C -2.111 -0.245 -2.776
C -0.726 2.269 7.306
C 4.568 5.503 -1.574
C -0.367 -6.316 3.333
C -3.682 -4.813 0.281
C -1.153 4.383 -2.495
C -0.140 -3.950 -2.705
C -4.246 -2.628 -0.691
C 0.510 0.377 8.293
C -0.573 4.138 1.266
C -0.819 -4.932 -4.878
C 2.354 2.854 -6.625
C -4.864 3.136 0.892
C 0.393 -3.908 7.594
C -1.048 -3.246 5.727
C 4.047 0.693 1.438
C 3.116 -1.123 -5.176
C -3.812 0.955 0.635
C -2.139 5.371 -4.593
C 0.596 0.660 -0.416
C 1.500 -3.045 5.453
C -2.726 -2.801 1.373
C -0.130 4.262 3.633
C -3.442 1.199 -4.300
C -0.540 -6.369 -3.054
C 1.470 2.007 -4.545
C -3.428 2.276 2.717
C -0.092 0.353 5.907
C 4.707 -1.827 1.316
C 3.009 -1.065 -2.660
C 3.418 -0.906 3.221
C -0.111 2.952 -6.309
C -0.159 -5.540 1.051
H -2.484 -3.399 2.252
H 3.032 -2.156 -5.514
H -1.213 4.064 3.641
H -2.082 -7.749 0.876
H -0.046 -4.421 -5.451
H 4.687 5.237 -2.625
H -1.666 -4.248 -4.938
H 3.105 3.340 -6.002
H 3.536 1.429 2.059
H -3.636 3.535 -2.330
H 1.205 1.376 1.977
H -0.192 4.531 -2.988
H 0.053 -4.515 1.353
H -2.886 -0.204 -2.010
H -0.917 -3.216 -2.918
H 4.933 6.516 -1.405
H -0.339 2.382 -7.210
H 2.271 -0.266 -2.734
H -1.612 4.332 1.529
H 5.514 -1.368 -2.775
H -0.585 0.942 5.134
H -1.172 3.303 -2.349
H -4.767 0.434 0.577
H 0.854 -3.184 8.266
H -1.416 0.522 -2.434
H -0.536 -4.250 8.051
H 2.099 3.521 -7.448
H -4.902 -1.892 -0.226
H 2.793 7.355 -1.616
H -1.125 -5.850 -5.380
H 3.667 -0.600 -5.957
H 0.753 0.054 -1.308
H 1.287 1.495 -0.531
H 2.405 3.592 1.777
H 0.851 -5.864 0.800
H -0.516 1.332 2.036
H -1.614 -1.214 -2.816
H -1.285 -8.482 2.318
H -0.859 2.639 6.277
H -3.188 0.169 1.059
H 5.092 0.937 1.247
H 0.075 4.005 -6.523
H -2.861 1.982 -4.788
H 3.254 3.381 -0.131
H -4.414 4.771 -3.366
H 2.993 3.471 -1.854
H 1.957 5.178 1.261
H -1.831 -3.593 6.420
H 0.914 -1.892 1.910
H -3.367 -1.969 1.665
H -3.566 5.294 -1.892
H -3.079 -0.555 -6.076
H 2.534 1.749 -4.429
H 1.248 -2.740 4.438
H -0.613 -0.604 5.955
H -0.405 4.849 0.457
H -3.428 1.242 -0.344
H -1.072 5.429 -4.856
H 1.711 3.924 -0.656
H 2.408 -1.972 -2.615
H -0.409 1.049 -0.581
H 1.392 -0.100 7.866
H 5.298 4.984 -0.953
H 0.939 0.133 5.630
H 1.098 -4.736 7.661
H 4.358 -2.791 1.687
H 3.627 0.592 0.438
H 5.777 -1.842 1.519
H -5.128 3.940 1.580
H -0.354 -8.266 0.912
H -3.718 3.249 3.143
H -3.648 1.592 -3.304
H 0.951 1.032 9.045
H -0.560 3.118 0.880
H 0.398 0.239 3.039
H 0.855 -3.630 -3.016
H -3.051 -5.371 0.990
H -4.771 -3.132 -1.503
H -1.780 -2.353 1.069
H 2.055 -3.972 5.311
H -0.905 2.944 -5.563
H 2.900 1.965 -6.940
H 2.224 4.789 3.031
H -1.155 5.030 -1.618
H -0.010 -5.296 3.542
H -4.357 3.648 0.075
H -3.484 -2.133 -1.294
H 3.568 -0.944 -1.732
H 2.187 -0.556 -5.116
H -4.386 1.043 -4.821
H -0.947 -7.148 -3.716
H 2.115 -2.234 5.845
H -0.618 -5.365 0.078
H -0.114 -4.104 -1.627
H 3.559 -1.934 3.588
H -5.781 2.635 0.581
H 4.617 -1.790 0.230
H -0.125 -0.292 8.873
```

Löwdin atomic charge list, values in e, 99 entries:
1 O -0.0725
2 O -0.0232
3 O -0.0410
4 O -0.0552
5 O -0.0614
6 O -0.0528
7 O -0.0042
8 O -0.0208
9 O -0.0264
10 O 0.0085
11 O -0.0119
12 O -0.0673
13 O 0.0186
14 O -0.0372
15 N -0.1754
16 N -0.1596
17 N -0.1280
18 N -0.1645
19 N -0.1843
20 N -0.1743
21 N -0.1230
22 N -0.1527
23 N -0.1697
24 N -0.1747
25 N -0.1716
26 N -0.1538
27 N -0.1478
28 N -0.1693
29 C -0.0072
30 C -0.3896
31 C -0.0480
32 C -0.0549
33 C -0.4291
34 C -0.0698
35 C -0.3327
36 C -0.2861
37 C -0.0199
38 C -0.0302
39 C -0.3131
40 C -0.1969
41 C -0.2787
42 C -0.2950
43 C -0.0454
44 C 0.0194
45 C -0.0321
46 C -0.0336
47 C -0.0474
48 C -0.0812
49 C -0.1371
50 C -0.0722
51 C -0.0582
52 C -0.3033
53 C -0.0302
54 C -0.0289
55 C -0.0311
56 C -0.3567
57 C -0.0281
58 C -0.0410
59 C -0.0223
60 C -0.3680
61 C -0.0657
62 C -0.3156
63 C -0.3708
64 C -0.2929
65 C -0.0307
66 C -0.0415
67 C -0.0706
68 C -0.3063
69 C -0.0268
70 C -0.0848
71 H 0.0749
72 H 0.0907
73 H 0.1208
74 H 0.0867
75 H 0.0926
76 H 0.0417
77 H 0.0656
78 H 0.0365
79 H 0.0668
80 H 0.0517
81 H 0.0649
82 H 0.0740
83 H 0.0661
84 H 0.0581
85 H 0.0660
86 H 0.0697
87 H 0.0874
88 H 0.0595
89 H 0.0727
90 H 0.1231
91 H 0.0712
92 H 0.0700
93 H 0.0825
94 H 0.0723
95 H 0.0582
96 H 0.0808
97 H 0.0800
98 H 0.0763
99 H 0.1344

***

Record 4
Here is a structure of composition C2H17NO5 in a non-equilibrium geometry from OMol25. Energies are from ωB97M-V/def2-TZVPD.

Frontier orbital gap (eV): 10.94
Energy above the lowest of the compared OMol25 structures with the same formula, charge and spin (kcal/mol): 47.26
Energy (Ha): -517.30642

The geometry in XYZ format:
```
25
C2H17NO5 ωB97M-V/def2-TZVPD
O -1.674 -0.877 3.082
O 0.860 -1.638 1.962
O 3.346 -0.346 0.455
O 1.868 1.276 -1.684
O 0.834 -0.891 -0.553
N -0.942 0.837 -0.869
C -1.718 0.678 -2.069
C -1.800 0.865 0.379
H 1.923 0.548 -1.027
H -0.172 -0.152 -0.719
H 3.578 -0.667 1.317
H -2.501 1.454 -2.207
H 2.391 2.064 -1.521
H -1.151 -0.747 2.304
H -1.574 1.763 0.960
H -1.093 0.602 -2.977
H 2.503 -0.655 0.058
H 1.730 -2.045 1.942
H 0.819 -1.375 0.973
H 1.025 -1.258 -1.421
H -2.333 -0.243 -2.080
H -1.199 -1.620 3.490
H -2.837 0.765 0.074
H -0.326 1.639 -0.865
H -1.557 0.024 0.995
```

Want to see where the charge sits? The natural (NBO) charges in e are:
1 O -0.9404
2 O -1.0106
3 O -0.9976
4 O -1.0089
5 O -1.1257
6 N -0.5939
7 C -0.4262
8 C -0.4001
9 H 0.5053
10 H 0.4788
11 H 0.4769
12 H 0.1972
13 H 0.4828
14 H 0.4602
15 H 0.2182
16 H 0.2287
17 H 0.4919
18 H 0.4608
19 H 0.5020
20 H 0.4815
21 H 0.2099
22 H 0.4810
23 H 0.2087
24 H 0.4239
25 H 0.1957